119
Properties=species:S:1:pos:R:3:forces:R:3 method="wB97M-V/def2-TZVPD" lumo_ha=-0.2155 total_charge=+2
In 12.490 15.533 9.650 -0.50 0.13 -0.80
As 10.483 13.345 9.608 1.00 -0.20 0.74
As 13.982 13.829 8.221 -0.04 0.39 -0.11
As 12.839 8.572 7.891 -0.16 -0.41 0.30
P 10.704 18.335 8.862 0.32 -0.47 -0.67
N 14.087 15.160 14.299 0.98 0.91 -0.35
N 15.445 16.621 10.072 0.59 0.55 -0.80
N 16.621 17.248 5.548 -0.60 0.26 1.45
N 17.446 15.966 7.899 -0.46 -0.11 0.32
N 11.195 17.009 9.604 -0.21 0.76 -0.25
N 15.306 23.564 11.445 0.31 0.03 -0.93
N 13.221 15.603 11.732 0.63 -0.37 0.20
C 15.263 18.446 11.635 0.45 0.08 -0.37
C 11.442 19.921 6.458 -0.97 -1.33 -0.27
C 12.504 17.630 6.763 -0.35 -0.70 0.05
C 8.185 19.243 7.643 -0.11 -0.35 -0.05
C 17.454 16.228 5.543 0.83 0.28 -0.13
C 10.573 19.782 10.028 -0.44 0.68 0.37
C 11.542 9.506 6.787 0.71 1.90 0.13
C 11.962 18.874 7.490 0.07 0.21 -0.47
C 15.772 22.794 12.393 0.19 -0.96 0.66
C 11.524 7.346 8.768 0.82 0.79 -0.65
C 9.159 13.438 11.021 -0.47 0.68 -0.05
C 12.972 12.135 8.176 0.93 0.91 -0.71
C 13.310 11.989 10.727 -1.32 -0.17 0.69
C 14.157 14.216 6.313 -0.33 0.42 -0.10
C 8.171 17.128 8.997 -0.10 0.41 -0.26
C 15.101 17.103 11.250 -0.26 1.53 0.30
C 16.535 16.958 7.956 1.13 0.04 -1.28
C 11.754 19.739 11.053 -0.79 -0.25 -0.89
C 15.884 19.382 10.785 -0.57 -0.70 -0.20
C 16.176 17.602 6.779 0.21 -0.53 -0.63
C 9.254 19.711 10.870 1.46 1.46 0.19
C 15.166 22.997 10.237 -0.72 0.96 -0.37
C 12.545 14.803 12.567 -0.57 0.42 0.00
C 14.757 15.971 13.467 -0.27 -0.02 0.26
C 8.990 17.976 8.046 0.80 0.70 -0.59
C 16.103 17.490 9.266 -0.24 -0.05 0.44
C 12.983 14.598 13.861 0.60 0.38 -0.41
C 15.824 20.866 11.033 -0.57 -1.29 -0.87
C 13.155 9.905 9.345 -0.04 0.28 0.81
C 14.361 16.220 12.151 -1.23 -1.32 0.93
C 15.758 13.438 8.842 -0.52 -1.36 0.77
C 13.161 19.457 8.201 0.34 -0.23 0.93
C 16.345 18.839 9.580 -0.61 -0.88 0.40
C 9.297 17.080 6.851 -0.93 -0.13 -0.74
C 17.890 15.594 6.704 -0.20 0.31 0.68
C 16.078 21.409 12.261 -0.99 1.72 -0.67
C 10.439 21.158 9.332 1.12 0.17 -0.90
C 12.685 11.375 9.475 -2.11 -0.41 -0.58
C 9.347 13.441 8.083 -0.15 0.09 -0.69
C 15.312 21.674 9.990 1.25 -0.81 0.84
C 11.105 11.439 9.644 0.92 0.77 1.27
H 10.832 11.046 10.643 0.04 0.07 -0.52
H 16.122 12.487 8.369 -0.12 1.11 0.18
H 15.618 13.230 9.910 0.31 0.07 -0.22
H 12.831 9.398 10.264 0.22 0.00 -0.08
H 13.914 15.275 6.052 0.30 -0.93 0.27
H 8.343 16.611 6.529 0.39 0.26 0.08
H 9.850 13.619 7.116 -0.03 -0.32 0.50
H 9.605 13.558 12.003 0.17 -0.05 0.06
H 14.374 11.983 10.723 0.83 -0.05 -0.07
H 12.065 10.382 6.298 -0.66 -0.98 0.38
H 11.399 21.552 8.919 -0.66 -0.33 0.37
H 12.990 11.424 11.626 0.18 0.14 -0.51
H 11.525 18.934 11.721 0.15 -0.62 0.53
H 7.684 19.555 8.559 -0.02 0.54 -0.31
H 8.773 12.512 8.073 -0.14 0.25 -0.26
H 10.555 10.909 8.884 0.01 -0.17 -0.18
H 8.544 14.342 10.833 0.28 -0.53 0.09
H 14.019 19.551 7.544 -0.08 0.34 -0.44
H 16.379 14.313 8.773 0.41 0.04 -0.34
H 16.334 20.804 13.089 0.56 -0.32 0.75
H 8.785 20.038 7.203 0.01 -0.02 0.33
H 7.912 17.686 9.883 -0.30 -0.08 0.28
H 10.983 6.925 7.955 -0.49 -0.43 -0.81
H 10.440 19.609 6.119 0.46 0.15 -0.16
H 12.731 19.585 10.621 0.12 -0.07 -0.08
H 15.527 18.442 6.836 -0.47 0.54 -0.18
H 12.095 12.422 7.574 0.05 -0.33 0.31
H 12.507 13.988 14.577 -0.89 -0.73 0.41
H 8.760 16.271 9.259 0.19 -0.57 0.38
H 9.125 18.726 11.243 -0.54 -0.82 0.55
H 11.789 20.640 11.633 -0.16 0.69 0.23
H 9.943 16.260 7.143 0.23 -0.15 0.00
H 7.396 19.090 6.879 0.35 -0.58 0.46
H 9.444 20.428 11.709 -0.32 -0.76 -0.41
H 17.950 16.033 4.613 -0.09 -0.44 -0.49
H 14.237 9.984 9.383 0.32 -0.26 0.13
H 13.013 17.835 5.811 0.02 0.42 0.33
H 13.605 11.574 7.492 0.06 -0.33 -0.04
H 9.733 21.131 8.476 0.27 0.21 0.87
H 9.691 17.595 5.967 0.06 -0.09 0.32
H 7.276 16.812 8.457 -0.10 0.02 0.22
H 12.072 19.973 5.556 0.02 -0.01 0.48
H 16.812 19.454 8.846 0.42 0.36 -0.38
H 15.869 23.291 13.336 0.20 -0.01 0.59
H 11.237 8.841 6.024 -0.42 -0.68 -0.87
H 11.579 14.394 12.234 0.64 0.17 0.00
H 15.137 13.917 5.928 -0.03 0.25 0.30
H 11.703 16.941 6.507 0.13 -0.13 -0.03
H 14.862 23.617 9.395 -0.07 0.26 0.39
H 10.820 7.878 9.363 -0.48 0.44 0.71
H 13.222 17.089 7.410 -0.21 0.22 -0.25
H 8.718 14.308 8.260 -0.34 -0.07 -0.08
H 13.438 13.544 5.852 -0.22 0.13 -0.27
H 14.821 18.782 12.553 -0.09 0.06 0.39
H 13.515 18.750 8.976 -0.19 0.33 -0.08
H 15.634 16.464 13.869 0.08 -0.08 -0.04
H 11.972 6.528 9.291 0.44 -0.22 0.47
H 10.130 21.886 10.089 -0.18 -0.09 -0.22
H 18.661 14.830 6.706 -0.13 -0.01 -0.20
H 15.118 21.296 9.009 -0.06 -0.32 -0.37
H 8.408 20.132 10.333 -0.10 -0.45 -0.02
H 12.938 13.013 10.902 0.31 -0.31 -0.21
H 11.302 20.899 6.875 0.24 0.45 0.22
H 12.921 20.415 8.658 0.35 -0.08 -0.04
H 8.520 12.560 11.053 -0.06 -0.08 -0.17
H 10.674 9.879 7.332 0.03 -0.20 -0.19

128
Properties=species:S:1:pos:R:3:forces:R:3 method="wB97M-V/def2-TZVPD" lumo_ha=-0.1502 total_charge=+1
Br 0.353 0.898 -4.454 -0.07 0.12 0.10
S -4.949 3.898 3.206 -0.20 -0.27 -0.12
S -4.209 1.013 3.306 -0.19 -0.06 -0.51
P 1.013 0.299 2.665 -0.62 -0.70 0.41
O 1.698 -5.506 6.486 0.15 -0.13 -0.19
O 3.160 -6.407 -6.009 -0.26 -0.01 0.14
O -2.000 6.927 0.975 0.10 0.24 -0.59
O 1.300 -5.230 3.443 -0.01 0.07 0.00
O 0.556 -5.437 -7.325 0.03 0.06 0.03
O 2.286 -3.167 -6.147 0.01 -0.04 -0.16
O 0.983 6.814 0.416 -0.02 0.22 -0.53
O -1.246 4.438 0.786 -0.08 -0.72 -0.01
O 2.239 -0.688 2.167 -0.37 0.56 0.00
O -0.674 -7.148 4.805 -0.07 0.30 -0.09
O 1.766 1.019 3.944 -0.01 0.24 -0.74
O 0.623 3.621 -4.042 0.07 0.04 -0.10
N -6.015 2.119 1.603 -0.68 -0.75 -0.02
N -7.856 2.026 0.383 -0.61 -0.14 -0.63
N 0.510 1.769 -1.244 -0.06 -0.42 -0.58
N 0.771 4.578 -0.360 -0.29 0.15 0.07
C 1.502 2.331 -2.198 0.91 0.42 -0.98
C 2.646 -1.928 -6.714 0.03 -0.12 0.14
C 0.485 -0.519 -0.293 0.07 -0.83 -1.31
C 1.373 -6.640 3.636 0.07 -0.07 -0.15
C 1.836 -5.681 -7.894 -0.06 -0.07 -0.12
C 3.361 -7.488 -5.125 0.08 0.11 -0.07
C 2.591 -6.818 -7.243 0.27 0.19 0.07
C -2.028 8.638 -0.822 -0.63 -0.37 0.37
C -2.881 1.991 -1.697 0.86 -0.02 0.57
C 0.507 2.949 1.547 -0.71 0.42 1.11
C -1.835 1.843 -0.778 -0.96 0.16 -0.87
C -0.577 2.710 -0.856 -2.15 1.23 1.75
C 0.517 -4.812 -6.053 -0.15 -0.08 -0.03
C -2.620 1.805 3.684 0.25 -0.01 -0.22
C 1.741 -4.337 5.693 -0.26 -0.12 0.27
C 2.886 -5.705 7.223 -0.11 0.00 0.05
C -6.820 1.498 -0.369 0.67 0.35 1.28
C 1.836 -1.802 -2.231 0.28 0.64 -0.07
C -5.127 2.372 2.650 0.56 1.19 0.58
C 0.030 -7.335 3.589 0.02 -0.13 0.32
C 3.487 3.681 0.341 0.64 0.45 -0.37
C 0.879 -3.343 -6.078 0.24 -0.03 0.20
C -2.251 8.294 0.666 0.31 0.32 -0.07
C -2.973 6.063 0.445 -0.21 -0.70 1.17
C 3.943 5.625 -1.441 0.08 0.20 0.41
C -2.071 -7.255 4.642 0.11 -0.07 0.09
C -1.819 2.019 2.385 -0.74 0.05 0.54
C -5.695 1.537 0.400 0.75 -0.54 -0.45
C 2.922 4.292 1.651 0.29 0.11 -0.02
C 1.084 0.901 -0.133 0.63 -0.54 0.40
C -0.198 3.653 0.321 1.45 0.51 -0.86
C -0.594 2.880 2.661 -0.06 -0.74 0.18
C -7.375 2.382 1.525 0.46 0.26 0.13
C 0.829 5.749 -0.001 0.29 -0.53 0.70
C 1.171 1.556 1.264 0.79 0.39 0.50
C -2.334 4.756 -0.060 -0.78 0.89 -0.08
C 0.842 2.572 -3.565 -0.21 0.01 0.34
C 0.793 -4.455 4.518 0.06 0.08 -0.12
C 1.560 3.866 2.253 -0.29 0.29 -0.17
C 1.232 -1.213 -1.378 -0.23 -0.02 0.33
C 3.722 4.719 -0.686 -0.20 -0.28 0.16
H 1.005 4.772 2.518 0.14 0.06 -0.13
H 0.521 -2.869 -5.151 -0.18 0.03 -0.07
H -2.767 2.739 4.223 -0.18 -0.05 -0.02
H -3.650 5.776 1.265 -0.01 0.14 -0.07
H -2.513 2.490 1.684 0.25 0.10 -0.11
H 0.190 -8.412 3.446 0.01 0.02 -0.19
H 4.200 6.545 -1.914 -0.07 -0.19 -0.32
H -2.438 -6.518 3.919 -0.03 -0.06 -0.05
H 2.758 -4.160 5.322 0.00 0.03 -0.03
H -4.675 1.212 0.250 -0.14 -0.05 -0.18
H 3.693 4.146 2.411 -0.18 -0.14 0.05
H 2.239 1.753 1.422 -0.06 0.01 -0.34
H 0.558 -1.173 0.571 -0.03 0.41 0.27
H -1.958 7.719 -1.411 0.14 0.05 0.03
H -0.525 -4.888 -5.734 -0.01 0.01 -0.04
H -3.112 3.995 0.060 0.11 -0.08 -0.31
H 2.781 -6.639 7.772 -0.05 0.02 0.01
H -2.081 4.898 -1.117 0.41 -0.26 0.11
H -1.953 1.037 -0.056 1.19 -1.01 -1.00
H 1.916 -6.886 4.549 -0.15 -0.01 0.10
H 1.909 -7.662 -7.089 -0.02 0.00 -0.02
H -2.354 -8.262 4.316 -0.07 0.03 -0.05
H 2.437 -4.771 -7.923 0.09 -0.04 0.15
H 2.482 -2.133 -3.016 -0.20 -0.35 0.03
H 1.121 -5.357 -5.325 0.15 0.12 -0.01
H 2.905 2.868 -0.083 -0.11 0.07 0.08
H -7.908 2.819 2.354 -0.01 0.03 -0.04
H -2.909 9.163 -1.195 0.28 0.25 -0.16
H -0.553 -0.536 -0.632 -0.11 0.29 0.43
H 2.300 1.612 -2.398 -0.23 -0.25 0.36
H -3.594 2.816 -1.649 1.18 1.02 -1.28
H -1.122 9.220 -0.964 -0.06 0.03 -0.11
H 4.083 -8.203 -5.535 -0.04 -0.07 0.04
H 1.633 -5.969 -8.927 -0.05 -0.02 0.02
H -2.533 -7.054 5.607 0.03 -0.04 0.02
H -0.903 3.884 2.948 -0.10 0.01 -0.34
H -0.191 -4.808 4.832 0.07 -0.09 0.16
H -2.087 1.116 4.346 -0.16 -0.07 -0.01
H 3.049 -4.890 7.937 0.08 0.00 -0.01
H 3.406 -7.133 -7.908 -0.11 -0.11 -0.10
H 2.416 -8.001 -4.913 0.03 -0.08 -0.03
H 0.658 -3.451 4.100 0.02 0.00 -0.01
H 2.922 5.374 1.513 -0.15 -0.06 -0.05
H -6.887 1.120 -1.374 -0.36 0.07 -0.01
H 1.968 3.268 -1.897 -0.42 0.05 0.34
H 1.747 3.399 3.221 0.06 -0.17 -0.17
H -0.758 3.365 -1.706 0.29 -0.03 -0.03
H -1.557 8.879 1.270 0.00 -0.20 0.10
H 3.754 -7.084 -4.193 0.04 0.02 -0.03
H 1.136 1.128 4.665 0.09 -0.07 0.09
H 4.481 3.267 0.535 -0.14 -0.20 0.11
H 2.110 -1.543 2.599 0.25 -0.08 -0.10
H 2.247 -1.828 -7.729 -0.06 0.09 0.03
H -3.256 8.569 1.005 -0.04 -0.09 -0.13
H -0.551 -6.945 2.745 0.02 0.00 -0.03
H -3.002 1.280 -2.517 -1.41 -1.13 1.28
H 2.285 -1.102 -6.089 -0.01 0.13 -0.11
H 2.117 0.750 -0.445 -0.02 0.15 0.07
H 1.433 -3.487 6.320 0.10 0.14 -0.12
H -0.154 2.518 3.597 0.24 -0.17 -0.25
H -3.609 6.510 -0.324 0.25 0.00 -0.18
H 3.733 -1.886 -6.764 0.00 -0.02 0.05
H 0.011 1.098 -1.856 0.01 -0.13 0.19
H 1.964 -7.009 2.795 -0.02 0.05 -0.03
H 3.751 -5.789 6.556 0.03 0.07 0.03
H -1.592 1.015 2.013 0.24 0.13 -0.10
H 0.391 -2.865 -6.936 -0.03 -0.01 0.00

129
Properties=species:S:1:pos:R:3:forces:R:3 method="wB97M-V/def2-TZVPD" lumo_ha=0.0749 total_charge=-1
S 0.303 -1.545 -2.490 0.07 0.06 -0.08
P -5.822 -2.514 -1.212 -0.36 0.70 0.81
P -6.734 -1.984 -3.124 1.52 0.14 -0.59
F -0.320 4.273 -2.676 0.08 0.04 -0.01
O -5.734 -1.340 -3.996 -0.09 -0.03 -0.11
O -7.346 -3.275 -3.881 -0.64 0.16 0.22
O 6.010 2.012 8.324 -0.24 -0.06 0.20
O -2.877 -7.355 0.635 0.14 -0.11 -0.31
O -1.902 2.375 0.539 0.29 -0.21 -0.02
O -7.946 -0.998 -2.785 -0.43 -0.69 0.27
O 3.289 0.693 7.794 0.02 -0.06 0.04
O 1.825 5.287 0.713 0.22 0.18 -0.29
O 3.948 3.920 -1.036 0.11 -0.04 0.00
O 3.341 3.674 7.104 0.07 -0.24 -0.15
O 1.956 1.310 -7.506 0.14 0.02 0.68
O 0.299 1.354 -9.009 -0.52 -0.67 -0.53
O -2.193 4.062 -0.888 -0.16 0.34 -0.52
O 5.076 5.217 1.498 -0.09 -0.23 0.00
N -1.302 -3.764 -3.754 0.07 -0.08 0.08
N -1.333 -0.023 -0.665 -0.15 -0.21 -0.14
C 0.838 6.168 0.206 -0.03 -0.01 0.20
C -1.244 -5.951 1.682 0.25 0.04 -0.05
C 0.161 0.237 -2.561 -0.42 -0.11 0.28
C 0.837 0.983 -3.522 0.15 -0.22 0.38
C 2.934 1.811 8.594 -0.04 -0.02 0.09
C -1.483 -7.173 0.815 -0.13 0.31 0.64
C -3.237 -8.011 -0.577 -0.20 0.37 0.36
C 1.703 -0.031 -7.067 -0.05 -0.74 -0.17
C 2.345 2.976 7.829 0.13 0.19 0.03
C -2.733 -1.422 1.877 -0.07 0.41 0.18
C 0.874 -0.036 -5.796 0.54 0.32 -0.16
C 0.652 2.359 -3.518 -0.19 -0.36 0.22
C -2.042 -1.092 -1.274 -0.24 -0.41 -0.17
C 5.928 4.548 2.393 -0.04 0.13 -0.03
C -0.876 2.217 -1.605 -0.16 0.00 0.12
C -3.888 -7.022 -1.540 0.90 -0.10 -0.17
C -4.047 -2.369 -1.624 0.16 -0.38 -0.14
C -3.504 -5.627 -3.626 -0.13 0.17 0.02
C -2.036 -3.002 -2.801 0.03 -0.18 -0.17
C 5.754 0.779 7.672 0.11 0.20 -0.08
C 0.617 3.286 -7.696 0.59 0.33 -0.08
C -5.228 -1.160 2.064 0.56 0.42 0.16
C 0.917 1.891 -8.142 0.04 0.49 0.04
C 4.424 0.794 6.950 -0.07 -0.03 -0.11
C -4.202 -4.341 -3.197 0.39 0.14 -0.07
C -1.400 -1.932 -2.165 0.19 0.30 0.00
C 2.880 4.192 5.872 0.04 0.04 0.10
C -0.683 0.823 -1.602 0.61 0.66 -0.67
C -2.847 -6.369 -2.462 -0.31 -0.52 -0.53
C -0.204 2.939 -2.589 0.24 -0.35 -0.31
C 6.740 1.871 9.520 0.02 0.07 -0.15
C -1.756 2.956 -0.556 -0.15 -0.09 0.87
C -4.050 -0.297 -0.054 0.24 0.12 0.05
C -3.937 -0.586 1.466 -0.28 -0.07 0.00
C 1.754 4.003 0.110 -0.05 0.02 0.32
C 4.479 5.218 -0.850 -0.09 0.04 -0.13
C 3.121 3.372 -0.012 -0.05 -0.10 0.04
C -3.385 -3.246 -2.532 -0.15 0.29 0.52
C 5.586 5.309 0.179 -0.06 0.14 0.12
C -3.398 -1.293 -0.992 -0.23 0.04 0.05
C 1.712 0.331 -4.558 -0.54 0.10 -0.14
H -6.078 -3.890 -1.064 -0.04 -0.06 -0.46
H -4.726 -3.882 -4.034 0.06 -0.03 -0.25
H 5.759 -0.047 8.393 -0.01 0.00 0.02
H -0.371 -3.389 -3.879 -0.04 0.20 -0.01
H 1.301 4.072 -0.880 0.01 0.02 0.00
H 6.280 1.127 10.181 0.05 -0.03 0.00
H 2.159 -0.584 -4.180 0.20 -0.03 0.14
H -3.540 0.648 -0.221 0.11 0.10 0.00
H 0.070 0.689 -5.914 -0.23 -0.06 0.01
H -0.676 -0.378 0.018 0.04 0.16 0.16
H -4.980 -4.644 -2.511 -0.20 0.04 0.13
H -4.386 -6.237 -0.979 -0.38 -0.15 0.20
H -2.255 -7.179 -2.893 0.19 -0.06 0.01
H 4.387 -0.104 6.330 -0.01 -0.01 0.01
H -1.820 -0.907 1.606 0.19 -0.07 -0.21
H -2.717 -1.464 2.965 -0.03 -0.29 0.13
H 6.089 6.281 0.072 0.09 -0.05 -0.13
H 6.818 5.149 2.618 0.07 -0.09 0.01
H -3.805 0.384 1.941 0.13 0.18 -0.05
H -4.265 -6.286 -4.047 -0.14 -0.09 0.01
H -8.584 -0.997 -3.510 -0.08 0.17 0.02
H -1.345 -6.175 2.739 -0.23 0.02 0.12
H 3.693 5.947 -0.645 0.00 -0.03 0.19
H -1.916 -5.144 1.407 -0.16 0.07 -0.02
H -0.229 -5.585 1.531 0.13 -0.01 0.01
H 0.858 6.194 -0.888 -0.06 -0.03 0.00
H 1.886 3.670 8.546 -0.14 -0.10 0.01
H 6.731 2.835 10.026 0.04 0.02 -0.04
H 2.186 5.024 6.029 -0.06 -0.03 -0.09
H 1.120 3.365 0.740 -0.06 -0.14 -0.19
H 2.663 -0.508 -6.889 0.27 0.17 -0.02
H 6.551 0.609 6.935 -0.03 -0.17 0.00
H 3.768 2.135 9.220 0.08 0.11 -0.12
H 1.066 7.165 0.584 0.01 -0.03 0.06
H -1.187 -4.723 -3.458 -0.10 -0.10 -0.07
H 2.969 2.331 -0.308 -0.01 0.02 -0.06
H -7.054 -3.191 -4.799 0.06 -0.13 -0.07
H 2.391 3.415 5.275 -0.06 0.04 0.00
H 1.564 2.603 7.156 0.00 -0.01 -0.02
H 0.434 -1.021 -5.667 -0.20 -0.09 0.06
H -2.359 -8.459 -1.043 0.17 -0.06 -0.06
H 1.182 3.561 -6.814 -0.05 0.00 0.18
H 1.217 -0.603 -7.853 -0.12 0.14 -0.20
H 2.517 1.011 -4.831 0.04 0.10 -0.09
H 7.779 1.584 9.318 0.01 -0.06 0.08
H -0.448 3.393 -7.536 -0.17 -0.04 0.08
H -4.592 -7.577 -2.157 -0.27 0.14 -0.11
H 4.349 1.653 6.281 0.08 0.12 0.11
H 3.746 4.554 5.321 0.01 0.05 0.05
H 2.154 1.437 9.262 -0.01 -0.02 -0.03
H -1.081 -8.043 1.341 0.23 -0.22 -0.27
H 1.172 2.961 -4.249 0.01 0.23 0.02
H -2.817 -5.440 -4.441 0.21 0.03 -0.03
H 5.373 4.382 3.315 0.00 0.05 0.01
H 6.317 4.514 -0.010 -0.01 -0.03 0.02
H -5.091 -0.125 -0.312 -0.17 -0.12 -0.04
H -5.028 -1.423 3.103 -0.11 -0.24 0.07
H -5.592 -2.020 1.514 -0.15 -0.18 0.05
H -0.965 -7.030 -0.133 -0.07 -0.18 -0.24
H -0.163 5.873 0.535 -0.05 -0.02 -0.14
H -2.158 -5.736 -1.902 -0.05 0.16 0.17
H 0.902 3.965 -8.498 -0.06 0.08 -0.09
H -5.978 -0.374 2.092 -0.33 -0.08 -0.23
H -3.905 -8.838 -0.338 -0.20 0.03 0.15
H 4.921 5.480 -1.816 0.02 -0.02 0.00
H 6.236 3.572 1.996 0.06 0.02 0.00
H -2.749 -2.429 1.465 0.03 -0.14 -0.04
H 3.640 3.362 0.949 -0.03 0.15 0.04

no.,E (eV),orbital gap (eV)
1,-250981.9389,6.971
2,-175117.0657,6.679
3,-107396.4239,6.869